The following is a DFT calculation (the ωB97M-V functional and the def2-TZVPD basis) of C8H9NO2S in the gas phase.

```
21
Properties=species:S:1:pos:R:3
C -1.515 2.147 1.944
C -0.443 2.518 1.153
C -2.004 0.851 1.862
C 0.147 1.613 0.288
C -1.422 -0.060 1.008
C -0.336 0.306 0.205
C 1.419 -0.469 -1.354
C 1.755 -1.875 -1.850
N 0.168 -0.628 -0.670
O -1.025 -3.003 -0.897
O 1.485 -2.747 -0.774
S 0.017 -2.435 -0.095
H -1.972 2.859 2.615
H -0.056 3.525 1.207
H -2.845 0.550 2.470
H 0.976 1.930 -0.327
H -1.802 -1.070 0.933
H 2.216 -0.100 -0.692
H 1.307 0.217 -2.199
H 1.122 -2.141 -2.704
H 2.806 -1.988 -2.123
```

Calculated values
- Relative energy (zero: lowest compared OMol25 entry of this formula, charge and spin): 25.37 kcal/mol
- Multiplicity: 1
- E_tot: -24861.2150 eV
- Frontier orbital gap: 8.882 eV

Here are the Mulliken charges for atoms 1 to 6, given in e: -0.50, -0.58, -0.74, -0.31, -0.45, 0.87